83
Properties=species:S:1:pos:R:3:nbo_charge:R:1 method="wB97M-V/def2-TZVPD" smiles="CC(C)(C)OC(=O)NCCCC[C@H](NC(=O)c1nc[nH]c1C(=O)NCC(=O)OCc1ccccc1)C(=O)OC(C)(C)C" de_lowest_kcal_mol=7.3 orbital_gap_ev=9.70 lumo_energy_ev=0.7 homo_ev=-9.0
O 2.66657 1.66350 0.90243 -0.52
O -1.93451 -3.56171 1.80895 -0.65
O 3.01340 3.67525 -0.06418 -0.61
O 1.51677 -3.37498 0.23317 -0.50
O 0.04081 -0.18976 -0.62955 -0.68
O -5.12257 0.36042 -1.11786 -0.54
O 1.43418 -5.02322 -1.29277 -0.59
O -3.42496 0.71543 0.36409 -0.68
N -3.87202 2.16074 -1.32437 -0.62
N -1.26273 0.84768 2.55007 -0.47
N 0.10858 1.77391 0.48388 -0.58
N -0.94189 -2.65706 -0.02773 -0.60
N -2.14254 -1.10733 3.01076 -0.48
C 0.31927 3.79588 -0.91684 -0.40
C -1.52039 -1.25495 1.80602 0.05
C -0.23084 0.48269 0.36510 0.68
C -2.69944 2.98676 -1.15332 -0.23
C 3.66552 -2.54033 -0.57412 -0.08
C -1.61320 2.64893 -2.17903 -0.42
C 4.99445 -2.79462 -0.89138 -0.20
C 0.89553 -4.17939 -0.62799 0.79
C 0.94276 2.47678 -0.45330 -0.16
C -0.60464 -3.90865 -0.64189 -0.34
C 2.34384 2.69860 0.15258 0.81
C 3.92567 1.59145 1.62379 0.27
C -4.07459 1.03050 -0.60516 0.90
C 5.07026 -0.80856 -2.23404 -0.22
C 2.93126 -3.49094 0.33973 -0.09
C -5.55834 -0.88638 -0.52307 0.27
C -6.77304 -1.29411 -1.35760 -0.61
C -5.96095 -0.67557 0.93637 -0.65
C 3.97298 2.70400 2.66995 -0.64
C 5.10648 1.68748 0.66101 -0.65
C 3.88313 0.21475 2.28517 -0.62
C -1.48330 -2.60066 1.19973 0.65
C 5.69421 -1.93071 -1.71377 -0.21
C 3.74662 -0.55277 -1.92018 -0.22
C -4.44966 -1.93132 -0.64146 -0.65
C 3.04556 -1.41018 -1.08872 -0.17
C -1.96583 0.16688 3.40969 0.20
C -0.97619 -0.01016 1.52629 0.03
C -0.47659 3.67056 -2.21588 -0.39
H 3.00965 0.13748 2.92748 0.21
H 0.20799 3.39243 -3.02011 0.21
H 6.03250 1.54251 1.21027 0.21
H -5.09828 -0.36848 1.52077 0.24
H -7.54697 -0.53438 -1.28698 0.21
H 3.25397 0.32058 -2.32176 0.21
H 3.16383 -3.26665 1.38682 0.20
H -1.09933 -4.70719 -0.07578 0.26
H -7.16794 -2.23943 -0.99813 0.21
H -4.78207 -2.87701 -0.22353 0.22
H -3.56819 -1.59992 -0.10061 0.24
H -1.22395 1.65294 -1.96743 0.22
H -2.99699 4.03573 -1.25006 0.19
H 5.61485 -0.13695 -2.88137 0.21
H 4.77878 0.05793 2.87873 0.21
H 3.22510 -4.52291 0.11575 0.22
H 5.13010 2.66261 0.18263 0.24
H 1.13033 4.51084 -1.07168 0.24
H 3.82106 -0.55513 1.52044 0.22
H -2.63213 -1.86488 3.46427 0.45
H -4.40494 2.25762 -2.17448 0.40
H -2.34196 2.80329 -0.13894 0.23
H 5.02705 0.91844 -0.10419 0.22
H -0.31831 4.18342 -0.12106 0.20
H -0.88909 4.65220 -2.46087 0.20
H 6.72637 -2.13688 -1.95538 0.21
H -2.07309 2.61737 -3.17085 0.20
H -6.35549 -1.60254 1.34285 0.21
H 5.47882 -3.67496 -0.49419 0.21
H 4.87286 2.60423 3.26999 0.22
H 3.98081 3.67676 2.18515 0.23
H -0.15019 2.21554 1.35647 0.43
H -6.48872 -1.40151 -2.40090 0.21
H -6.72482 0.09615 1.00578 0.21
H -0.53679 -1.79743 -0.41549 0.44
H 1.08620 1.79967 -1.30637 0.25
H 2.01584 -1.19891 -0.84571 0.24
H -4.18312 -2.07892 -1.68577 0.21
H 3.10489 2.64154 3.32292 0.21
H -2.35718 0.56329 4.32551 0.20
H -0.95102 -3.94735 -1.67881 0.23